The following is a quantum chemistry calculation of a 11-piece molecular cluster, C25H51N11O24 overall at a distorted geometry, from the OMol25 dataset.

HOMO-LUMO gap: 7.3 eV
SMILES: CCCCC1=CC(=O)C(CCOC(=O)CC)=C(N)C1=O.C[N+](=O)[O-].C[N+](=O)[O-].C[N+](=O)[O-].C[N+](=O)[O-].C[N+](=O)[O-].C[N+](=O)[O-].C[N+](=O)[O-].C[N+](=O)[O-].C[N+](=O)[O-].C[N+](=O)[O-]
ΔE to the lowest compared entry with this formula, charge and spin: 10.992 eV
HOMO level: -9.460 eV

```
! RIJCOSX wB97M-V def2-TZVPD def2/J DEFGRID3
* xyz 0 1
C -3.8258 -1.8345 -3.7003
C -4.7942 -2.7862 -2.7823
C -4.2232 -3.1136 -1.2779
C -3.9138 -1.6846 -0.5373
C -2.3764 -1.4940 -0.0014
C -2.1930 -0.5158 1.1451
C -0.6921 -0.2086 1.7343
O -0.5823 0.8771 2.5473
C 0.6215 -1.1503 1.3104
C 1.9978 -0.8809 2.1590
C 2.6916 -2.2178 2.8058
O 4.0084 -1.7657 3.3666
C 5.0054 -1.6782 2.2488
O 5.5899 -2.8178 1.7863
C 5.5054 -0.2808 1.5515
C 5.2969 -0.2550 -0.1068
C 0.4403 -2.1093 0.1872
N 1.6326 -2.9361 -0.2394
C -1.0324 -2.2209 -0.5981
O -0.9808 -2.9210 -1.7656
H -3.9584 -2.1804 -4.8275
H -2.6822 -1.9081 -3.4647
H -4.1265 -0.6857 -3.6909
H -5.0307 -3.7556 -3.4268
H -5.8346 -2.2091 -2.6880
H -3.3446 -3.8928 -1.2426
H -5.1262 -3.6281 -0.6905
H -4.6089 -1.6477 0.4325
H -4.1931 -0.7333 -1.1629
H -3.1548 0.0413 1.5737
H 2.7175 -0.2489 1.4575
H 1.7555 -0.1565 3.0760
H 2.0977 -2.6927 3.7008
H 2.9531 -3.0652 2.0425
H 5.0002 0.6927 1.9860
H 6.6768 -0.1403 1.7081
H 4.1641 -0.1710 -0.4185
H 5.8374 0.6775 -0.6094
H 5.8002 -1.2087 -0.6177
H 1.5286 -3.3475 -1.1925
H 1.6808 -3.7771 0.4054
C -4.2724 3.1095 -4.9406
N -5.2218 2.0507 -4.5032
O -4.8623 1.3159 -3.5760
O -6.3012 1.9871 -5.1031
H -3.3694 3.0488 -4.3293
H -4.0390 2.9290 -5.9919
H -4.7671 4.0731 -4.8031
C 6.5546 4.0554 2.0193
N 6.1933 3.2938 0.7933
O 5.4029 2.3520 0.9244
O 6.7135 3.6628 -0.2660
H 6.0266 3.6233 2.8721
H 7.6352 3.9721 2.1525
H 6.2522 5.0929 1.8639
C 3.2861 1.4699 5.4835
N 4.3477 2.3917 4.9967
O 5.1241 1.9574 4.1379
O 4.3717 3.5250 5.4905
H 3.3841 0.5132 4.9659
H 3.4277 1.3428 6.5587
H 2.3217 1.9314 5.2616
C -0.3920 3.4459 1.2070
N -0.2687 4.4261 0.0945
O -0.7941 4.1271 -0.9841
O 0.3522 5.4679 0.3355
H -0.9594 2.5815 0.8552
H 0.6177 3.1510 1.4999
H -0.9146 3.9422 2.0272
C -7.9720 -1.3731 -5.7168
N -6.6829 -2.0987 -5.8758
O -6.6765 -3.3062 -5.6094
O -5.7138 -1.4357 -6.2633
H -8.7331 -2.0762 -5.3718
H -7.8162 -0.5818 -4.9806
H -8.2409 -0.9614 -6.6917
C -0.1625 0.7800 -3.0364
N -0.9679 0.8432 -4.2858
O -0.5434 0.2190 -5.2651
O -2.0035 1.5178 -4.2481
H 0.7159 0.1556 -3.2134
H 0.1343 1.7999 -2.7836
H -0.7939 0.3456 -2.2587
C 6.9628 4.7140 -3.0430
N 7.1536 4.3089 -4.4618
O 6.6812 3.2198 -4.8079
O 7.7723 5.0955 -5.1880
H 6.4053 3.9314 -2.5239
H 7.9530 4.8401 -2.6003
H 6.4040 5.6520 -3.0403
C -0.7483 -5.5521 3.5319
N 0.3134 -4.6304 3.0451
O 1.0898 -5.0646 2.1863
O 0.3374 -3.4970 3.5390
H -0.6502 -6.5088 3.0144
H -0.6067 -5.6793 4.6072
H -1.7126 -5.0907 3.3100
C -1.1534 7.5957 2.5004
N -2.1028 6.5369 2.9378
O -1.7432 5.8021 3.8650
O -3.1822 6.4734 2.3379
H -0.2504 7.5350 3.1117
H -0.9200 7.4152 1.4491
H -1.6481 8.5593 2.6379
C -3.7838 -8.4644 3.5817
N -2.6721 -8.1548 4.5208
O -1.5638 -8.6402 4.2656
O -2.9435 -7.4335 5.4878
H -3.4035 -9.1048 2.7829
H -4.5620 -8.9779 4.1500
H -4.1467 -7.5174 3.1770
*
```